{"formula": "C9H13BF4OSSbSe4Tc", "method": "ωB97M-V with the def2-TZVPD basis set", "elements": ["Tc", "C", "C", "C", "C", "C", "H", "H", "H", "H", "H", "Se", "Sb", "Se", "Se", "Se", "O", "S", "C", "C", "C", "C", "H", "H", "H", "H", "H", "H", "H", "H", "F", "B", "F", "F", "F"], "positions_angstrom": [[6.891, 5.955, 7.840], [4.923, 5.555, 8.884], [5.823, 5.639, 9.994], [6.957, 4.813, 9.807], [6.662, 4.000, 8.578], [5.419, 4.515, 8.050], [3.888, 6.065, 8.829], [5.722, 6.352, 10.802], [7.787, 4.762, 10.437], [7.232, 3.215, 8.257], [4.900, 4.049, 7.313], [9.441, 6.379, 4.870], [7.967, 8.632, 4.913], [6.070, 7.056, 5.798], [7.527, 5.114, 5.574], [8.407, 7.159, 2.975], [8.957, 6.033, 7.983], [10.009, 5.719, 9.135], [11.418, 4.817, 8.432], [12.373, 5.826, 7.708], [11.905, 7.255, 8.007], [10.997, 7.242, 9.227], [11.166, 3.940, 7.882], [11.854, 4.511, 9.444], [12.385, 5.656, 6.628], [13.396, 5.703, 8.072], [11.443, 7.606, 7.142], [12.782, 7.820, 8.348], [10.285, 8.005, 9.331], [11.589, 7.259, 10.188], [7.293, 8.026, 8.779], [7.795, 9.160, 8.031], [8.835, 8.525, 7.173], [8.283, 10.181, 8.778], [6.736, 9.504, 7.125]], "forces_ev_per_a": [[1.37, 0.97, 1.97], [-1.30, 0.56, 0.79], [0.34, 0.66, -0.40], [-2.95, -0.86, -2.68], [-0.88, 3.01, 2.51], [0.91, -0.44, 1.59], [2.11, -0.85, -0.04], [0.02, 0.04, -0.07], [1.07, -0.18, 0.81], [1.17, -1.97, -0.86], [-1.49, -1.15, -2.15], [0.07, 0.11, 0.55], [0.25, 0.95, 0.75], [-0.02, -1.05, -0.67], [-1.21, 0.65, 0.05], [0.13, -0.47, -1.89], [1.92, -0.44, 0.50], [-0.64, 0.19, -0.85], [1.09, 1.09, 1.68], [-0.34, -0.52, 0.30], [1.23, -0.71, 1.85], [0.90, -1.19, 0.78], [-0.44, -0.60, -0.27], [-0.27, 0.07, -1.34], [0.01, -0.11, 0.21], [-0.18, -0.31, -0.07], [-0.76, 1.25, -1.12], [-0.32, 0.35, -0.81], [-0.96, 1.32, -0.15], [-0.64, -0.48, -0.89], [0.15, 0.18, -0.03], [-0.21, 0.00, -0.13], [-0.39, 0.86, 0.28], [-0.40, -1.10, -0.62], [0.67, 0.18, 0.43]], "energy_ha": -11174.88924, "homo_lumo_gap_ev": 6.200, "fmax_ha_per_bohr": 0.079, "homo_ev": -14.8581, "charge": 2, "e_above_lowest_kcal_mol": 0.0}